A structure of composition C33H33N6O3OsS3, computed with ωB97M-V/def2-TZVPD.

XYZ file:
```
79
Properties=species:S:1:pos:R:3:forces:R:3
C -2.7133 4.8111 2.3967 0.00 0.03 0.00
H -0.9711 4.1466 3.5984 0.00 0.00 -0.01
C -0.1146 -3.5599 1.6760 -0.15 -0.01 -0.26
O 0.6760 2.0417 1.4498 -0.14 -0.24 0.15
H -3.3426 2.1174 -0.6104 -0.01 -0.03 -0.02
C 0.7874 -5.5215 2.7504 0.00 -0.02 0.01
C -1.4156 4.2763 2.6204 0.02 0.01 0.01
C 1.6652 3.7596 -2.3350 0.02 0.00 -0.01
H -1.5831 1.1202 -1.6961 -0.01 0.04 0.01
H -1.4175 1.5857 3.0025 0.00 0.00 -0.01
H 3.4114 -3.1271 -3.7198 0.03 0.07 0.00
C -3.7606 0.5561 0.7985 0.03 -0.03 0.00
C -2.9965 4.9356 1.0699 -0.01 -0.02 0.00
N 1.0853 -0.0864 -0.4413 0.00 0.19 -0.15
S 2.1604 5.2278 -0.3063 -0.02 -0.02 -0.01
N 2.0493 0.1055 -4.7811 -0.02 -0.02 -0.02
C 0.3259 -3.2856 -4.5553 0.03 0.03 -0.07
H -1.7519 -3.2854 -0.5116 -0.01 0.02 0.00
C 1.3243 -3.6324 -3.6409 -0.11 -0.09 -0.11
H 1.6595 3.3622 -3.3398 -0.01 0.01 -0.01
C -0.3604 -3.5866 -1.8981 0.02 0.05 -0.14
H 0.7846 -7.3285 1.5903 -0.01 0.00 0.01
C -0.7434 4.0041 1.4622 0.00 0.02 0.01
C 2.7184 -3.8446 -4.1570 0.02 0.01 0.01
H -4.0291 0.6697 -1.3362 0.00 -0.02 -0.01
H -4.8448 0.6679 0.8562 0.00 0.00 0.00
H 2.8660 6.3593 4.3694 0.00 0.00 0.00
N 2.2060 -0.7935 -2.4776 0.31 -0.08 -0.01
C 0.5444 -6.2741 1.6100 0.00 0.02 -0.01
H 0.5979 -3.1750 -5.5970 0.00 0.02 0.01
H -3.0610 2.3950 1.6707 0.00 -0.04 0.02
C 1.5907 5.2564 2.9330 -0.01 0.01 -0.01
C 2.1239 -3.9430 -1.2930 -0.06 0.06 0.05
C -0.3037 -4.3225 0.5191 0.10 0.14 -0.23
C 1.6030 -0.3424 -1.4575 -0.11 -0.21 0.11
H -2.3682 -3.0559 -2.5358 0.00 0.00 0.00
C 1.5553 3.9982 2.4098 0.01 -0.03 -0.02
S 2.8343 3.0277 3.0167 0.00 0.00 0.00
O -1.0037 -1.5306 0.7267 -0.12 0.24 0.16
C -3.1593 1.3477 1.9545 -0.02 0.06 -0.05
H -1.8940 0.0342 2.9389 0.01 -0.01 0.00
H -1.9270 -0.3786 -1.1558 0.01 -0.02 -0.02
H 2.1681 -4.9597 -0.9072 -0.01 -0.10 0.02
H 1.9987 -3.2726 -0.4420 -0.05 -0.01 0.05
C 0.6641 3.4532 1.3135 0.03 0.13 -0.16
H 2.8465 5.5873 -2.6135 0.00 0.00 0.00
H -0.1905 -6.2428 -0.4156 0.00 0.00 0.00
H 0.5144 2.1899 -1.2821 0.04 0.07 0.00
Os -0.2726 0.4872 0.9470 -0.22 0.04 0.00
C 2.2908 4.9144 -1.9808 0.01 0.00 0.01
N -1.8136 0.8820 2.3796 0.11 -0.02 -0.04
C -0.0010 -5.6737 0.4855 0.10 -0.01 0.02
H -3.8255 1.3069 2.8182 0.01 -0.01 0.01
C -3.3215 1.0272 -0.5832 -0.02 0.02 0.02
C -1.3444 -3.1890 -2.8664 0.09 0.00 0.10
H 3.0755 -4.8474 -3.9178 0.02 0.01 0.02
N -0.8517 -3.7225 -0.6576 0.12 -0.10 0.09
C 1.0208 -3.7550 -2.2894 -0.20 -0.03 0.14
H 0.6490 -3.5697 3.6568 0.01 -0.01 0.00
H 2.7498 -3.7199 -5.2365 -0.01 0.00 0.00
H -3.3896 5.1114 3.1840 0.00 0.00 0.00
C -0.3960 -2.0882 1.7243 0.50 -0.12 0.20
C 1.0530 3.1252 -1.2214 -0.06 -0.01 0.01
C 3.4189 4.3121 3.9801 0.00 0.01 0.00
C 2.6682 5.4380 3.8420 0.01 -0.01 0.01
H -3.8922 5.3324 0.6190 0.00 0.00 0.00
C 0.4624 -4.1743 2.7799 -0.13 0.01 0.04
C 1.2333 3.8047 -0.0527 0.00 0.02 -0.01
N -1.9487 0.6037 -0.9029 0.11 0.02 0.03
H 0.8812 6.0294 2.6719 0.00 -0.01 0.00
H 4.2777 4.1642 4.6148 0.00 0.00 0.00
H 3.0807 -3.7148 -1.7522 -0.04 0.02 0.05
C -1.0029 -3.0434 -4.1702 0.02 0.00 -0.01
H -1.7400 -2.7635 -4.9093 0.00 0.01 0.00
S -1.6968 4.4136 0.0898 0.04 0.05 0.02
H -3.5545 -0.5128 0.9199 -0.01 0.00 0.00
O 0.0429 -1.4206 2.6634 -0.09 -0.09 0.00
H 1.2281 -5.9866 3.6214 0.00 0.00 0.00
C 2.1093 -0.2585 -3.6849 -0.16 -0.02 0.01
```
Forces are in eV/Å.

expectation value of S²	6.04
charge	+1
maximum force	0.6	eV Å⁻¹
ΔE to the lowest compared entry with this formula, charge and spin	0.964	eV
2S+1	5
LUMO (alpha / beta)	-2.6 / -5.7	eV

***

A cluster of 2 separate species, C7H10N3 in total in a non-equilibrium geometry, computed with ωB97M-V/def2-TZVPD.

XYZ file:
```
20
Properties=species:S:1:pos:R:3:forces:R:3
H 1.4251 -1.1162 1.3932 0.28 -0.51 -0.26
H -0.5757 -0.3282 0.5494 0.69 -0.03 -0.10
C -1.9811 -2.2060 0.6358 -1.52 -0.13 -0.38
H 1.1849 2.2756 -2.1165 0.33 0.01 -0.14
H 3.5548 1.3052 -1.4181 -2.07 0.23 0.56
N 0.2785 -0.0339 0.0972 2.06 0.35 -0.30
H -1.8296 0.9363 -0.3638 0.72 0.34 -0.83
H -1.4414 1.9021 -1.7314 0.18 0.23 -0.15
C 1.4871 -0.5186 0.4964 0.12 0.88 0.00
C 1.3346 1.4669 -1.4182 -1.81 0.60 0.08
H -2.7507 -2.2256 -0.1089 0.00 0.25 -1.03
N -1.8878 -0.0257 1.8406 -1.38 0.20 1.03
H 3.6555 -0.4129 0.2480 -1.47 0.46 -0.48
C -2.0157 -1.1375 1.3515 -0.28 0.40 0.57
C 2.6456 -0.0420 -0.0966 0.18 -1.43 2.23
H -1.9301 -3.1420 1.0862 1.05 -1.55 0.80
C 0.1630 0.9293 -0.8370 -0.62 -0.54 0.17
H -2.7053 0.1694 2.4639 0.91 0.29 -0.36
N -1.1417 1.1911 -1.0936 -0.43 0.21 0.36
C 2.5298 1.0128 -0.9782 3.07 -0.25 -1.78
```
Forces are in eV/Å.

charge	+1
maximum force	3.6	eV Å⁻¹
ΔE to the lowest compared entry with this formula, charge and spin	1.516	eV
2S+1	1
LUMO	-3.6	eV

***

A cluster of 3 separate species, C18H46ClFIN10O8P4 in total in a non-equilibrium geometry, computed with ωB97M-V/def2-TZVPD.

XYZ file:
```
89
Properties=species:S:1:pos:R:3:forces:R:3
H -0.9979 1.9221 -1.1711 0.00 -0.22 0.20
O -1.1548 2.5345 -3.3988 0.64 3.68 -2.13
C -0.6450 3.9072 -6.5636 0.77 -0.36 0.79
H 3.0110 -6.9918 5.6680 0.07 -0.14 0.11
H 1.2944 -6.2389 8.3405 -0.24 0.01 -0.20
H -1.0682 -2.9138 1.9392 0.06 0.33 -0.09
H -1.5767 2.3623 0.4334 -0.04 0.31 0.07
C -0.7963 -6.4570 6.9665 -0.56 -0.56 0.04
C -2.3085 0.1675 2.1963 0.05 0.75 0.21
H -2.0498 -4.9714 3.5106 0.20 -0.06 -0.14
H 0.3917 -8.1551 4.6547 0.14 0.21 -0.08
H 0.9760 -4.6043 7.7182 0.03 -0.14 0.21
N 0.3419 -1.8766 0.3044 0.05 -0.91 -0.30
C 2.8147 -6.6720 4.6392 -0.09 -0.41 0.36
O -0.4696 -0.4669 -1.4324 -4.49 -0.44 -0.05
H -1.9633 6.2242 -6.3146 1.43 0.25 1.26
O -0.6477 10.6453 -5.7836 -2.46 -4.57 2.09
H 1.1161 -3.6530 -0.5575 0.01 0.19 0.28
H 1.7204 5.4527 -8.9297 -1.23 0.59 -0.77
H -1.5770 4.8057 -8.2481 1.06 -0.23 -0.12
H 0.5219 4.7844 -4.9062 -1.70 0.60 -0.44
C 0.7865 1.2888 1.5666 -0.07 -0.22 0.50
N -0.6198 4.6662 -7.8521 1.13 2.60 1.64
O 0.2722 -4.1435 3.7494 -1.33 2.60 3.53
H 1.6053 0.6016 1.7575 -0.22 -0.23 -0.01
N -0.0002 6.9323 -6.6929 -0.75 -4.61 -1.24
H -1.9693 1.2033 2.2104 0.17 -0.07 -0.23
H 2.6820 7.2203 -4.0746 -0.73 -0.04 -0.53
N -1.2402 -0.7699 1.7774 -3.31 -0.80 -1.57
H 3.1988 -4.1114 5.7887 0.25 0.04 0.08
H -1.4681 -6.9999 6.3025 0.27 0.22 -0.18
H 1.4156 -2.1839 -1.5094 -0.05 -0.05 -0.06
P -1.5700 4.1816 -3.7721 -4.06 -0.03 3.85
C -0.1248 -7.6612 3.8293 -0.01 -0.39 0.70
I -2.3508 2.5656 -6.6473 0.51 0.43 -0.20
C 2.9721 -4.2871 4.7319 -0.29 0.39 -0.30
C -0.9725 6.3417 -5.7176 -2.52 0.72 0.71
H -1.0596 -5.6826 2.2127 -0.08 0.06 0.00
H -0.3575 2.3115 -3.9396 -0.67 -0.32 0.76
H -2.6678 -2.3344 1.4622 -0.10 0.02 0.19
H 3.9178 -4.4246 4.1993 -0.13 -0.20 0.05
Cl 2.1314 9.1639 -6.4720 -0.71 -1.51 0.45
H 3.7886 -6.5825 4.1459 -0.13 0.38 0.07
H -0.0287 5.0011 -2.4766 -0.95 0.23 0.78
C 0.1080 5.9317 -7.7884 -0.61 0.91 0.38
C 0.6892 -2.6910 -0.8606 -0.38 0.11 -0.25
H -0.6866 -7.0924 7.8509 0.28 0.22 -0.03
O -3.0790 4.3970 -3.8278 4.08 -0.80 -0.56
C 1.4943 -1.8227 1.1858 -0.31 -0.13 0.78
O -1.0175 5.0656 -2.3871 1.11 -1.92 -3.56
H 1.2886 2.2480 1.3981 -0.30 0.00 -0.26
C -1.3549 7.4000 -4.5711 -4.18 0.81 4.24
N 2.0708 -5.4285 4.5485 1.34 0.50 0.19
H -2.3220 -6.6283 3.0289 0.23 -0.15 0.16
H 2.3366 -7.4932 4.1140 -0.24 0.08 0.16
H -2.0873 -2.1812 3.1374 0.01 0.30 -0.12
H 1.8988 -2.8256 1.3607 -0.13 0.00 -0.19
N 0.9933 6.1835 -8.7877 -0.88 -0.46 1.03
C -0.5902 4.8680 -5.2372 1.76 -0.82 -0.68
P 0.4150 -5.1173 4.9333 2.55 -5.76 -6.28
H -3.1781 0.1033 1.5336 -0.08 -0.01 0.25
H 1.2335 -1.4579 2.1811 -0.04 0.13 -0.16
N -0.0148 0.9131 0.4159 -0.09 1.56 0.03
N 0.5283 -6.1853 6.3481 -1.77 2.85 1.60
H 0.9858 7.0727 -9.3045 0.70 -0.32 0.88
P 1.6679 7.1036 -6.1035 3.88 1.35 0.81
H 2.3889 -5.5333 7.1990 -0.10 0.05 -0.28
H -1.2928 -5.5268 7.2621 0.00 -0.13 0.19
H -0.9797 -8.3120 3.6141 -0.07 0.23 -0.07
C 1.3309 -5.6051 7.4502 0.77 0.02 0.11
O 1.7998 6.9405 -4.4168 -0.90 0.39 -1.65
N -0.5685 -6.3251 4.1836 -1.02 -0.12 -0.17
P -0.7907 -0.5928 0.0694 8.73 0.53 0.97
H 2.5346 -3.3680 4.3339 -0.15 -0.14 0.05
F -2.4933 9.3117 -5.9190 2.81 -0.22 1.53
H -0.2001 -2.9297 -1.4494 0.20 0.19 -0.01
C -1.2016 9.6192 -5.3598 1.76 4.16 -1.85
C -1.7938 -2.1149 2.0854 0.20 -0.81 0.23
C -1.5376 -5.8792 3.1815 0.02 0.43 0.10
H 0.2065 1.3947 2.4894 0.01 0.03 0.19
O -2.3704 7.2963 -3.8216 4.49 -0.81 -3.70
H -2.6334 -0.0373 3.2201 0.11 -0.24 -0.18
H 2.2990 -1.2105 0.7620 0.06 0.07 -0.02
H -0.0206 2.9623 -0.1688 0.08 -0.13 0.19
H 0.2989 3.2364 -6.5665 -1.69 1.11 0.04
H -0.8611 9.0770 -3.4140 0.12 -0.64 -0.78
H 0.5155 -7.6521 2.9402 0.06 -0.04 -0.03
C -0.6838 2.0917 -0.1398 -0.09 -0.26 -0.50
N -0.6008 8.6918 -4.3488 -2.25 -0.22 -3.11
```
Forces are in eV/Å.

charge	+1
maximum force	8.9	eV Å⁻¹
2S+1	1
LUMO	-5.8	eV

***

A structure of composition C14H22GdI2NO4P2S in a non-equilibrium geometry, computed with ωB97M-V/def2-TZVPD.

XYZ file:
```
47
Properties=species:S:1:pos:R:3:forces:R:3
C 0.3207 -0.0689 3.1695 1.12 1.16 -0.10
H 4.2730 -1.4497 1.0095 0.12 0.04 -0.15
H 2.7023 -1.5482 -1.9704 0.19 0.17 -0.01
H -4.2258 -0.8679 -1.7692 0.10 0.00 -0.01
C -1.0381 -1.4787 6.3329 -0.31 -0.36 0.33
C 3.1815 -0.5880 -1.7277 -0.16 -0.06 -0.09
H -2.6355 -1.6442 -1.9852 -0.20 0.18 -0.01
H -0.5357 -0.6699 8.3268 -0.08 -0.20 -0.97
P -2.6119 -0.1364 -0.0941 -1.82 1.29 -0.02
C -3.1404 -1.4105 1.0893 0.15 -0.16 0.15
H -2.8692 0.0418 -2.5099 -0.10 -0.16 0.25
Gd 0.0195 -0.5668 0.0312 0.26 -2.42 1.22
C -3.1457 -0.6984 -1.7456 0.11 -0.04 -0.05
H -2.8966 -1.1143 2.1157 0.07 0.00 -0.24
H -4.2134 -1.5819 1.0334 -0.11 0.00 -0.15
H -1.6781 -2.2479 6.7520 0.07 0.05 0.03
H -4.6182 1.2666 0.3284 0.58 -0.10 -0.07
C -0.0594 -0.3630 4.5278 -0.56 -1.25 0.05
H 4.2655 -0.7239 -1.7506 -0.07 0.01 0.03
N 1.0850 0.9813 3.0189 0.14 -0.33 -1.41
C 3.4610 1.5111 0.3810 0.00 0.43 0.03
C 3.1995 -1.2980 1.0984 -0.31 -0.25 0.11
C -3.5181 1.3980 0.3411 -0.08 0.28 0.06
O 2.9710 1.3428 4.7417 -1.40 0.76 -0.80
H 0.9854 1.1390 7.3610 -0.22 -0.26 0.34
H 3.1396 1.7953 1.4036 0.10 -0.25 -0.53
H -3.2246 1.7144 1.3633 -0.11 -0.20 -0.55
O -0.0576 -0.8646 2.1808 -0.01 0.68 -1.18
S 1.5721 1.6577 4.5099 0.07 -1.80 0.55
H -3.2538 2.2120 -0.3642 -0.11 -0.48 0.35
P 2.6199 -0.0450 -0.0816 2.04 1.28 0.19
C 0.5907 0.4956 5.3857 -0.33 -0.20 1.06
H -2.6338 -2.3581 0.8659 -0.11 0.06 0.11
I 0.3180 -0.7938 -4.6993 -0.30 0.95 0.46
C 0.4452 0.4196 6.7556 -0.20 -0.29 -0.39
O -0.0643 2.9531 0.7029 0.41 -4.45 -1.18
H 3.1696 2.3234 -0.3146 0.16 -0.45 0.32
C -0.8887 -1.4158 4.9441 0.60 0.91 0.48
I -0.3570 1.7650 -3.8974 0.30 -1.05 -0.09
H 4.5659 1.4217 0.3765 -0.59 -0.15 -0.09
C 0.0248 1.8312 0.4378 -0.51 5.70 1.41
C -0.3987 -0.5954 7.2281 0.17 0.27 0.26
H 2.7072 -2.2556 0.8965 0.10 -0.03 0.07
O 1.0071 2.9500 4.7150 0.48 0.22 -0.60
H 2.9827 -1.0046 2.1293 -0.07 0.11 -0.16
H 2.8856 0.1392 -2.4945 0.10 -0.12 0.19
H -1.3516 -2.1037 4.2091 0.31 0.49 0.81
```
Forces are in eV/Å.

expectation value of S²	16.02
charge	+2
maximum force	5.9	eV Å⁻¹
2S+1	8
LUMO (alpha / beta)	-9.3 / -7.8	eV

***

A cluster of 2 separate species, C10H16N2O2S in total in a non-equilibrium geometry, computed with ωB97M-V/def2-TZVPD.

XYZ file:
```
31
Properties=species:S:1:pos:R:3:forces:R:3
H 0.0545 3.1173 2.4122 0.21 -0.16 -0.08
N -1.9191 -2.4990 -2.4623 4.45 -0.96 -2.71
C -1.4936 -3.5212 -1.8273 -0.68 -2.31 2.55
H -1.1541 -1.9855 -2.9825 -1.70 0.17 0.51
H -1.6625 -3.8542 0.1051 0.00 0.07 1.06
H -0.9991 1.2852 1.2857 0.70 0.29 -0.62
H 1.8932 4.2731 2.9545 0.05 0.16 0.83
C -2.3685 -3.9848 -0.6957 0.87 0.81 -0.85
H -2.7684 -2.1937 -2.1309 -1.82 2.01 0.41
O -1.6450 -0.0967 -1.0827 -1.73 0.65 0.42
C 2.3714 4.3325 2.0066 -0.42 -1.08 -2.42
C -0.0499 1.6803 0.8568 -2.28 0.52 2.38
C -0.0408 -1.7741 0.0669 0.55 0.49 -0.31
C 0.5551 2.6986 1.5387 0.99 0.93 -0.08
H -0.4112 -1.3765 1.9577 0.14 0.55 1.42
C 1.7167 1.5696 -0.6993 -0.08 3.86 3.03
O 0.4800 -0.7115 -2.1079 0.41 0.84 -0.57
H -1.6475 -1.1736 0.9108 0.14 -0.99 1.10
H 3.3781 2.9913 -0.1573 0.08 -0.18 -1.10
N -0.9218 -1.8523 1.2546 -0.33 0.86 -2.08
H 1.0655 -1.7519 0.2418 -0.84 -0.63 0.26
H -2.6370 -5.0135 -0.7539 -0.33 -0.79 -0.14
H 3.4390 4.2550 1.9907 0.63 0.40 0.44
H 2.0124 5.1702 1.4336 0.32 1.15 0.38
H 2.2293 1.2594 -1.5013 1.30 -1.83 -2.91
H -0.6756 -4.2748 -1.9830 -0.23 1.88 -0.64
C 0.4828 1.1579 -0.2621 1.12 -1.63 -1.69
C 2.3466 2.6852 -0.0348 -0.04 -1.05 1.08
H -3.2090 -3.3112 -0.5617 -0.18 -0.15 0.20
S -0.2388 -0.3341 -0.8950 1.19 -2.53 -0.84
C 1.8176 3.2331 1.1219 -2.51 -1.36 0.95
```
Forces are in eV/Å.

maximum force	5.3	eV Å⁻¹
ΔE to the lowest compared entry with this formula, charge and spin	5.407	eV
2S+1	1
LUMO	0.2	eV

***

A cluster of 2 separate species, CH4IPS in total in a non-equilibrium geometry, computed with ωB97M-V/def2-TZVPD.

XYZ file:
```
8
Properties=species:S:1:pos:R:3:forces:R:3
H -1.0103 2.2011 0.3640 0.09 0.34 0.25
H 0.6057 -1.6907 -1.5142 0.01 -0.02 0.05
P -1.2256 1.2871 -0.6719 1.32 -1.07 0.37
C 0.6548 -0.4589 0.4588 -0.83 1.00 -1.15
H 0.4011 -0.4274 1.5050 -0.05 0.12 0.17
H -2.2426 0.6593 0.0583 -0.26 -0.22 0.15
S 0.2917 -2.0065 -0.2481 0.05 -0.04 0.03
I 2.5252 0.4360 0.0480 -0.33 -0.12 0.13
```
Forces are in eV/Å.

maximum force	1.7	eV Å⁻¹
ΔE to the lowest compared entry with this formula, charge and spin	3.788	eV
2S+1	1
LUMO (alpha / beta)	-0.9 / -1.0	eV